The following is a DFT calculation (ωB97M-V/def2-TZVPD) of a structure of composition C52H50F2GeN5V in a non-equilibrium geometry.

Last column: Mulliken spin population.
Geometry (Å):
V (0.750, -1.169, -0.247)  0.3930
C (-3.668, 1.460, -0.503)  -0.0029
C (-4.286, 1.606, 0.892)  0.0003
C (-5.109, 0.368, 1.259)  0.0001
C (-3.243, 1.965, 1.931)  -0.0011
C (-3.353, 3.193, 2.574)  0.0000
C (-2.415, 3.613, 3.505)  -0.0002
C (-1.332, 2.793, 3.781)  -0.0001
C (-1.186, 1.552, 3.172)  -0.0053
C (0.037, 0.707, 3.473)  -0.0052
C (0.044, 0.200, 4.918)  -0.0005
C (1.332, 1.466, 3.164)  -0.0033
C (-2.164, 1.104, 2.247)  0.0100
N (-2.017, -0.104, 1.584)  -0.0015
C (-2.210, -1.239, 2.242)  -0.0019
C (-2.763, -1.390, 3.552)  -0.0001
C (-3.008, -2.631, 4.111)  0.0000
C (-2.714, -3.812, 3.434)  -0.0001
C (-2.138, -3.714, 2.167)  -0.0007
C (-1.889, -2.478, 1.634)  0.0038
F (-1.291, -2.419, 0.387)  0.0006
H (-4.422, 1.120, -1.221)  0.0006
H (-2.858, 0.727, -0.460)  0.0053
H (-3.272, 2.419, -0.848)  -0.0021
H (-4.979, 2.454, 0.852)  0.0000
H (-4.513, -0.540, 1.164)  0.0000
H (-5.975, 0.281, 0.595)  0.0000
H (-5.468, 0.430, 2.288)  0.0000
H (-4.194, 3.837, 2.335)  0.0000
H (-2.520, 4.573, 3.996)  0.0000
H (-0.585, 3.130, 4.493)  -0.0002
H (0.014, -0.155, 2.811)  0.0062
H (0.021, 1.033, 5.627)  0.0000
H (0.951, -0.381, 5.106)  0.0006
H (-0.817, -0.441, 5.110)  0.0001
H (1.473, 2.313, 3.842)  0.0006
H (1.318, 1.841, 2.139)  -0.0011
H (2.191, 0.797, 3.268)  0.0068
H (-3.021, -0.486, 4.092)  0.0000
H (-3.446, -2.685, 5.102)  0.0000
H (-2.925, -4.779, 3.870)  0.0000
H (-1.880, -4.596, 1.593)  -0.0002
N (2.199, -3.582, -2.023)  0.0103
C (1.063, -3.060, -2.610)  -0.0054
C (0.783, -3.370, -3.940)  0.0035
C (-0.365, -2.874, -4.520)  -0.0023
C (-1.232, -2.101, -3.758)  -0.0012
C (-0.869, -1.808, -2.463)  0.0017
N (0.275, -2.242, -1.901)  0.0454
C (2.347, -4.018, -0.702)  0.0339
C (3.587, -4.510, -0.290)  -0.0045
C (3.712, -4.959, 1.007)  0.0107
C (2.611, -4.898, 1.853)  -0.0172
C (1.431, -4.388, 1.348)  0.0131
N (1.290, -3.966, 0.090)  0.0005
H (2.933, -3.850, -2.656)  0.0001
H (1.459, -4.008, -4.493)  0.0002
H (-0.600, -3.108, -5.550)  -0.0003
H (-2.153, -1.712, -4.168)  0.0003
H (-1.515, -1.210, -1.828)  -0.0053
H (4.427, -4.521, -0.975)  -0.0007
H (4.663, -5.337, 1.359)  0.0028
H (2.675, -5.218, 2.883)  -0.0013
H (0.551, -4.295, 1.973)  -0.0008
F (5.166, 1.852, -3.365)  0.0003
C (4.233, 1.188, -2.619)  0.0053
C (3.113, 0.668, -3.336)  0.0520
C (2.124, 0.067, -2.599)  -0.0523
C (2.164, -0.120, -1.199)  -0.0239
C (3.409, 0.353, -0.443)  0.0657
C (4.394, 1.103, -1.297)  0.0182
H (3.049, 0.775, -4.410)  0.0036
H (1.266, -0.290, -3.168)  -0.0107
H (3.098, 0.997, 0.387)  0.0127
H (5.242, 1.585, -0.826)  -0.0023
Ge (-0.674, 1.606, -1.918)  -0.0067
C (-0.779, 3.565, -1.544)  0.0024
C (-1.256, 3.969, -0.295)  -0.0023
C (-1.259, 5.311, 0.064)  0.0001
C (-0.745, 6.264, -0.805)  -0.0004
C (-0.239, 5.875, -2.039)  0.0003
C (-0.263, 4.537, -2.404)  0.0015
C (-1.534, 1.625, -3.763)  0.0000
C (-0.815, 1.915, -4.926)  -0.0023
C (-1.359, 1.705, -6.187)  -0.0007
C (-2.644, 1.196, -6.316)  -0.0002
C (-3.379, 0.904, -5.174)  0.0002
C (-2.823, 1.106, -3.917)  0.0016
H (0.182, 0.062, 0.412)  -0.0314
H (-1.625, 3.233, 0.415)  0.0005
H (-1.643, 5.605, 1.033)  0.0000
H (-0.726, 7.309, -0.518)  0.0000
H (0.173, 6.616, -2.713)  0.0000
H (0.123, 4.250, -3.378)  0.0003
H (0.196, 2.308, -4.852)  0.0014
H (-0.778, 1.937, -7.073)  -0.0001
H (-3.068, 1.023, -7.298)  0.0000
H (-4.385, 0.510, -5.262)  0.0000
H (-3.410, 0.859, -3.038)  -0.0011
N (1.840, -1.361, 0.977)  -0.1492
C (3.104, -1.320, 1.369)  0.3809
C (3.526, -1.537, 2.691)  -0.2911
C (4.838, -1.363, 3.054)  0.3538
C (5.806, -0.940, 2.078)  -0.1066
C (5.464, -0.713, 0.796)  0.2353
C (4.074, -0.899, 0.285)  0.0152
H (2.777, -1.824, 3.420)  -0.0203
H (5.146, -1.532, 4.078)  0.0215
H (6.836, -0.808, 2.391)  -0.0052
H (6.221, -0.434, 0.071)  0.0100
H (4.097, -1.666, -0.504)  0.0387

Frontier orbital gap (spin up / spin down)   0.1946 / 0.1936 hartree
Total charge   -1
ΔE to the lowest compared entry with this formula, charge and spin   145.2 kcal per mole
LUMO level (spin up / spin down)   1.93 / 1.93 eV
E_HOMO (spin up / spin down)   -3.4 / -3.3 eV
Multiplicity   2